# 1
Density functional theory data (wB97M-V/def2-TZVPD) for a molecular structure, C30H25N2O5P2S3V.

Output
Total charge: -1
⟨S²⟩: 1.08
ΔE to the lowest compared entry with this formula, charge and spin (kcal per mole): 0.00
HOMO (alpha / beta) (eV): -5.099 / -3.540
2S+1: 2

The geometry in XYZ format:
```
68
Properties=species:S:1:pos:R:3:forces:R:3:mulliken_spin:R:1
V -0.7944 -0.0122 -2.4340 -0.423 -0.070 -0.288 1.59
N 0.2529 0.8481 0.8864 0.041 -0.063 0.072 0.01
P -0.3747 2.4097 0.5795 -0.022 0.055 0.025 0.01
C 0.7915 3.4082 1.6004 -0.053 0.047 -0.022 0.00
C 2.0122 2.9429 2.0755 0.025 -0.056 0.002 0.00
C 2.8664 3.7805 2.7868 0.002 -0.007 0.002 0.00
C 2.5113 5.0961 3.0308 -0.018 0.018 0.000 0.00
C 1.2948 5.5760 2.5543 0.031 0.002 0.006 0.00
C 0.4503 4.7420 1.8440 0.003 -0.019 0.001 0.00
C -1.8153 2.4664 1.7188 0.032 0.001 0.004 0.00
C -3.0849 2.5333 1.1558 0.012 -0.007 -0.016 0.00
C -4.2128 2.5184 1.9661 -0.015 0.004 -0.012 0.00
C -4.0783 2.4347 3.3423 0.006 -0.002 0.009 0.00
C -2.8129 2.3651 3.9149 -0.007 -0.001 -0.007 0.00
C -1.6891 2.3838 3.1054 -0.009 0.014 -0.002 0.00
P 0.3893 -0.3835 -0.2641 -0.079 0.039 -0.081 -0.09
C 2.1885 -0.5134 -0.5737 0.021 0.036 -0.010 0.01
C 2.9370 0.6562 -0.6777 0.013 -0.002 0.011 0.01
C 4.2861 0.6036 -0.9967 -0.003 -0.017 -0.005 0.02
C 4.8975 -0.6205 -1.2283 0.000 0.003 -0.004 0.00
C 4.1534 -1.7898 -1.1460 0.008 -0.010 -0.004 0.00
C 2.8057 -1.7362 -0.8231 0.023 0.009 0.016 -0.01
C 0.1346 -1.8747 0.7565 0.101 0.014 0.066 -0.01
C -0.8265 -2.8177 0.4139 -0.018 0.002 -0.020 0.00
C -0.9826 -3.9580 1.1940 -0.017 -0.001 -0.005 0.00
C -0.1970 -4.1539 2.3183 0.012 0.002 0.016 0.00
C 0.7623 -3.2105 2.6690 -0.008 -0.021 0.009 0.00
C 0.9312 -2.0818 1.8850 -0.013 0.003 -0.054 0.00
H 0.3013 0.5451 1.8533 -0.032 0.000 -0.041 0.00
H 2.3045 1.9163 1.8856 -0.007 0.034 0.002 0.00
H 3.8126 3.3976 3.1505 -0.004 -0.004 -0.006 0.00
H 3.1751 5.7477 3.5854 -0.002 0.000 -0.001 0.00
H 1.0086 6.6046 2.7372 -0.002 -0.002 0.000 0.00
H -0.4979 5.1227 1.4783 0.007 0.002 0.005 0.00
H -3.1845 2.5573 0.0776 -0.008 -0.001 0.014 0.00
H -5.1959 2.5468 1.5138 0.006 -0.002 0.000 0.00
H -4.9588 2.4138 3.9733 0.001 -0.001 -0.002 0.00
H -2.7056 2.2963 4.9909 0.003 0.000 -0.003 0.00
H -0.7033 2.3435 3.5576 0.003 0.006 0.004 0.00
H 2.4573 1.6156 -0.5267 0.020 -0.010 0.001 -0.03
H 4.8560 1.5211 -1.0766 -0.012 0.003 0.002 0.00
H 5.9500 -0.6632 -1.4807 -0.002 -0.002 0.002 0.00
H 4.6250 -2.7470 -1.3334 -0.005 0.002 -0.001 0.00
H 2.2303 -2.6515 -0.7562 -0.003 -0.004 -0.003 0.00
H -1.4638 -2.6376 -0.4432 0.010 -0.008 0.003 0.00
H -1.7385 -4.6861 0.9268 0.000 0.002 -0.002 0.00
H -0.3311 -5.0400 2.9273 0.002 0.002 -0.001 0.00
H 1.3804 -3.3618 3.5455 0.003 0.008 -0.003 0.00
H 1.7047 -1.3627 2.1364 0.005 -0.018 0.021 0.00
O 0.3208 -1.5727 -3.0102 -0.088 -0.061 0.149 -0.01
N -0.4009 -2.4679 -3.6985 0.074 0.055 0.019 0.01
C -0.1225 -3.7694 -3.4883 0.004 -0.028 0.003 0.00
C -0.7508 -4.7493 -4.2008 -0.036 0.026 -0.034 0.00
C -1.6973 -4.3660 -5.1632 0.050 -0.030 0.047 0.00
C -1.9742 -3.0401 -5.3498 -0.010 0.047 -0.005 0.00
C -1.3377 -2.0357 -4.5896 -0.051 0.066 -0.058 0.00
S -1.6472 -0.3692 -4.7252 0.087 -0.127 -0.042 -0.02
H 0.6186 -3.9429 -2.7233 0.006 0.020 0.004 0.00
H -0.5155 -5.7845 -4.0051 -0.004 -0.002 -0.004 0.00
H -2.2169 -5.1160 -5.7451 -0.004 0.003 -0.001 0.00
H -2.7121 -2.7093 -6.0659 -0.003 -0.014 -0.002 0.00
O -2.3721 -1.3701 -1.8902 -0.004 0.113 0.192 0.00
S -3.0775 -0.2930 -1.0877 -0.187 0.094 -0.183 -0.01
O -4.4618 -0.1437 -1.4544 0.089 0.011 -0.024 0.00
O -2.2557 0.9514 -1.5690 0.231 -0.309 0.193 0.00
O -2.8334 -0.4622 0.3319 0.057 -0.065 0.017 0.00
S 1.2590 2.6901 -3.1410 -0.027 -0.044 -0.013 -0.05
C 0.3543 1.4590 -2.8010 0.187 0.266 0.044 -0.41
```
Positions in Å, forces in eV/Å.

# 2
Density functional theory data (wB97M-V/def2-TZVPD) for a molecular structure, C30H25N7O6V.

Output
Total charge: +1
⟨S²⟩: 2.01
ΔE to the lowest compared entry with this formula, charge and spin (kcal per mole): 31.28
HOMO (alpha / beta) (eV): -11.128 / -11.315
2S+1: 3

The geometry in XYZ format:
```
69
Properties=species:S:1:pos:R:3:forces:R:3:mulliken_spin:R:1
V -0.6910 -0.6560 0.4596 1.851 -2.225 0.857 2.03
C -2.1030 -3.5371 2.9388 0.000 0.082 0.041 0.00
C -2.9615 -4.1500 2.0248 0.008 0.096 -0.025 0.01
C -3.4335 -3.4219 0.9585 0.057 0.014 -0.005 -0.01
C -2.9877 -2.1076 0.7612 -0.226 -0.021 0.480 -0.01
N -2.0439 -1.5631 1.5843 -1.289 -1.260 0.499 -0.04
C -1.6810 -2.2590 2.6796 -0.123 -0.099 0.180 0.02
N -3.6444 -1.3610 -0.1963 -0.170 0.200 -0.471 0.00
C -3.2555 -0.1829 -0.5358 -0.122 -0.413 0.254 0.01
N -2.0488 0.3673 -0.1706 -2.076 1.381 -0.897 -0.03
C -2.0132 1.6939 -0.5174 0.435 0.202 0.373 0.01
N -1.0808 2.5111 -0.1681 -0.296 0.175 -0.477 -0.01
C -0.1227 2.1624 0.7476 0.104 -0.255 0.442 0.02
C 0.7674 3.1741 1.1459 -0.072 0.007 -0.076 -0.02
C 1.5966 2.9886 2.2232 -0.080 -0.168 -0.025 0.02
C 1.5326 1.7771 2.9191 0.070 0.086 0.034 -0.01
C 0.7157 0.7901 2.4372 0.080 -0.003 0.016 0.05
N -0.0641 0.9348 1.3447 0.615 1.904 0.745 -0.08
C -3.2328 2.0002 -1.2763 -0.384 -0.312 -0.235 0.00
C -3.6766 3.1504 -1.8975 0.155 0.060 0.064 0.00
C -4.8905 3.0915 -2.5746 -0.004 0.013 -0.022 0.00
C -5.6388 1.9195 -2.6169 -0.003 -0.013 -0.004 0.00
C -5.2063 0.7663 -1.9702 0.012 -0.111 0.079 0.00
C -4.0003 0.8233 -1.3027 0.152 0.425 -0.193 0.00
H -1.7548 -4.0544 3.8206 -0.028 0.020 0.021 0.00
H -3.2788 -5.1727 2.1769 -0.033 0.004 -0.017 0.00
H -4.1593 -3.8201 0.2651 -0.012 0.023 -0.006 0.00
H -1.0160 -1.7468 3.3631 0.111 -0.039 -0.087 -0.01
H 0.7340 4.0995 0.5895 -0.021 0.024 0.047 0.00
H 2.2674 3.7720 2.5481 -0.013 0.026 -0.019 0.00
H 2.1160 1.6113 3.8133 0.009 -0.033 -0.016 0.00
H 0.6648 -0.1784 2.9188 0.050 -0.036 -0.030 -0.01
H -3.0955 4.0626 -1.8633 0.012 -0.021 -0.015 0.00
H -5.2550 3.9725 -3.0856 -0.009 -0.003 0.006 0.00
H -6.5705 1.9038 -3.1661 -0.008 0.014 0.015 0.00
H -5.7813 -0.1497 -1.9927 -0.023 0.021 -0.002 0.00
O 1.9425 -3.7311 0.3140 -0.116 0.373 0.107 0.00
C 1.6410 -2.7071 0.9394 0.690 -0.418 -0.001 0.01
O 0.4934 -2.2129 1.0926 -0.009 0.136 0.231 0.04
C 2.8264 -2.0136 1.6835 -0.761 0.078 -0.074 0.01
N 4.0440 -2.6914 1.1553 -0.215 -0.308 -0.542 0.00
C 4.8593 -3.1939 2.2900 0.048 -0.232 0.376 0.00
C 3.8216 -3.4485 3.3767 -0.047 0.089 -0.056 0.00
C 2.8204 -2.2974 3.1925 0.111 -0.102 0.019 0.00
H 2.8211 -0.9607 1.4273 0.093 0.112 -0.074 0.00
H 4.5658 -2.1154 0.4995 -0.045 0.087 -0.007 0.00
H 3.5356 -3.4692 0.5963 0.356 0.183 0.235 0.00
H 5.5612 -2.4197 2.5979 -0.021 0.045 -0.116 0.00
H 5.4118 -4.0834 1.9973 0.011 0.050 -0.088 0.00
H 4.2746 -3.4526 4.3652 -0.007 -0.037 0.000 0.00
H 3.3352 -4.4122 3.2207 0.008 0.014 -0.033 0.00
H 3.1442 -1.4135 3.7431 0.004 -0.004 0.009 0.00
H 1.8260 -2.5747 3.5402 -0.014 0.084 -0.009 0.00
O 2.6142 0.0837 -0.7514 -0.247 -0.063 0.134 0.00
C 1.5239 0.2266 -1.2833 0.538 -0.130 -0.047 0.01
O 0.4495 -0.4321 -0.9279 1.056 0.295 -1.672 -0.03
C 1.3383 1.1899 -2.4184 -0.151 -0.055 0.023 0.00
C 2.3618 2.0801 -2.7247 -0.069 -0.050 0.066 0.00
C 2.1871 3.0145 -3.7293 -0.027 0.145 -0.151 0.00
C 0.9783 3.0473 -4.4061 0.074 -0.307 0.307 0.00
C -0.0458 2.1580 -4.1276 -0.077 0.123 -0.168 0.00
C 0.1444 1.2171 -3.1339 0.124 0.002 0.079 0.00
N 0.7755 4.0573 -5.4564 -0.057 0.202 -0.187 0.00
O 1.7486 4.6798 -5.8300 -0.123 -0.071 0.063 0.00
O -0.3560 4.2055 -5.8764 0.160 -0.038 0.047 0.00
H 3.2823 2.0298 -2.1600 0.012 0.023 -0.023 0.00
H 2.9595 3.7209 -3.9950 0.019 -0.007 0.016 0.00
H -0.9683 2.2154 -4.6869 0.011 -0.011 -0.011 0.00
H -0.6245 0.4917 -2.9104 -0.057 0.028 0.016 0.00
```
Positions in Å, forces in eV/Å.